Entry 1:
This record from OMol25 describes 7 unconnected molecules or ions with the total composition C5H23NO8 in a non-equilibrium geometry. The level of theory is ωB97M-V/def2-TZVPD.

Output
Multiplicity: 1
E in hartree: -860.98207
Molecular weight in u: 225.24
Energy above the lowest of the compared OMol25 structures with the same formula, charge and spin in kcal per mole: 35.05
Lowest unoccupied orbital energy in eV: 0.21
Kohn-Sham gap in eV: 9.92

CARTESIAN COORDINATES (ANGSTROEM)
1 O 3.522 -0.547 -2.463
2 O -1.517 -1.596 2.134
3 O -3.244 1.696 -0.876
4 O -1.346 1.309 2.629
5 O -2.468 -0.876 -0.225
6 O 2.259 -0.337 2.743
7 O -0.904 2.692 0.275
8 O -0.875 -3.753 -0.288
9 N 2.584 -0.249 -0.433
10 C 1.612 0.353 0.471
11 C 1.572 0.820 -2.391
12 C 1.356 -0.588 1.654
13 C 0.286 0.047 -2.677
14 C 2.633 -0.066 -1.792
15 H -2.237 0.060 -0.142
16 H -0.132 0.173 -3.673
17 H -0.095 3.205 0.212
18 H -1.183 0.409 2.321
19 H 0.357 -0.529 2.065
20 H -0.909 -2.885 0.134
21 H -3.206 -0.777 -0.828
22 H 1.974 1.295 0.894
23 H 1.571 -1.620 1.363
24 H 3.164 -0.243 2.444
25 H -0.559 0.278 -2.037
26 H -1.362 -2.388 2.653
27 H -1.164 1.260 3.567
28 H -2.604 1.945 -1.536
29 H 0.437 -1.016 -2.565
30 H -2.740 2.021 -0.110
31 H 1.976 1.306 -3.276
32 H 1.335 1.708 -1.799
33 H 3.345 -0.702 0.036
34 H -0.976 -3.631 -1.222
35 H 0.672 0.524 -0.031
36 H -2.334 -1.585 1.613
37 H -0.799 2.288 1.155


Entry 2:
This record from OMol25 describes a molecular structure, C28H38N4O2PdSi3 in a non-equilibrium geometry. The level of theory is ωB97M-V/def2-TZVPD.

Output
Multiplicity: 1
Total charge: -2
E in hartree: -2455.77722
Molecular weight in u: 653.32
Energy above the lowest of the compared OMol25 structures with the same formula, charge and spin in kcal per mole: 0.00
Lowest unoccupied orbital energy in eV: 4.65
Kohn-Sham gap in eV: 6.15

CARTESIAN COORDINATES (ANGSTROEM)
1 Pd -0.956 -0.479 -0.444
2 Si -0.027 -2.574 1.979
3 Si -2.673 -0.958 2.149
4 Si 0.112 0.564 1.692
5 O 7.491 0.859 -2.762
6 O 7.120 -1.290 -3.122
7 N -1.516 0.424 -2.388
8 N -0.120 2.323 -2.185
9 N 1.202 0.443 -1.410
10 N -1.755 -3.358 -1.548
11 C -1.358 3.878 -0.147
12 C 0.664 -2.480 3.751
13 C -0.354 1.528 0.127
14 C 1.986 0.355 1.682
15 C -3.177 0.320 -4.117
16 C -0.924 -0.973 1.596
17 C -1.251 2.615 0.381
18 C 6.625 -0.217 -2.848
19 C 4.347 -1.062 -2.393
20 C -2.836 1.613 -4.515
21 C -1.145 1.657 -2.794
22 C -0.098 3.735 -2.263
23 C 3.383 1.493 -1.893
24 C 2.464 0.383 -1.758
25 C 3.038 -0.907 -2.056
26 C 1.393 -3.038 0.842
27 C -0.191 1.577 3.265
28 C -1.467 -2.338 -1.077
29 C -2.792 -1.291 4.021
30 C -1.836 2.283 -3.861
31 C -3.630 0.661 1.921
32 C -1.126 -4.110 2.031
33 C -2.490 -0.212 -3.049
34 C 0.628 1.714 -1.018
35 C 4.695 1.304 -2.232
36 C -3.802 -2.219 1.322
37 C 5.244 0.031 -2.488
38 C -0.663 4.439 -1.278
39 H -3.403 -3.234 1.346
40 H -0.139 -2.269 4.462
41 H -3.952 -0.248 -4.611
42 H -0.620 5.525 -1.354
43 H -2.711 -1.207 -2.680
44 H 2.417 1.356 1.797
45 H 1.368 2.483 -0.765
46 H -3.357 2.091 -5.337
47 H 4.743 -2.050 -2.599
48 H -3.641 0.975 0.877
49 H -1.532 -4.318 1.039
50 H -0.504 -4.959 2.334
51 H 2.337 -0.044 0.735
52 H -1.564 3.288 -4.146
53 H 3.031 2.506 -1.753
54 H 1.415 -1.696 3.859
55 H -2.214 -0.546 4.576
56 H -1.931 2.453 1.210
57 H -1.244 1.766 3.467
58 H -2.408 -2.277 4.288
59 H -4.781 -2.209 1.813
60 H 0.445 4.196 -3.084
61 H 2.369 -0.264 2.495
62 H 2.104 -2.238 0.652
63 H -3.832 -1.232 4.357
64 H -4.665 0.470 2.226
65 H 1.938 -3.879 1.283
66 H -1.951 -4.031 2.742
67 H -2.042 4.549 0.365
68 H 1.126 -3.431 4.036
69 H 6.994 1.615 -2.430
70 H 0.215 1.015 4.115
71 H 0.982 -3.367 -0.116
72 H 0.323 2.540 3.207
73 H -3.254 1.484 2.528
74 H 2.368 -1.757 -1.986
75 H 5.300 2.206 -2.331
76 H -3.938 -1.953 0.271


Entry 3:
This record from OMol25 describes a molecular structure, C20H23InN10O6. The level of theory is ωB97M-V/def2-TZVPD.

Output
Multiplicity: 1
E in hartree: -1965.05903
Molecular weight in u: 614.29
Energy above the lowest of the compared OMol25 structures with the same formula, charge and spin in kcal per mole: 6.87
Lowest unoccupied orbital energy in eV: -0.59
Kohn-Sham gap in eV: 7.55

CARTESIAN COORDINATES (ANGSTROEM)
1 In -0.125 -0.690 -0.196
2 O -2.179 -1.786 0.098
3 O 1.437 -1.496 0.917
4 O 0.567 0.310 2.754
5 O -1.553 0.668 1.064
6 O -0.765 -2.039 2.319
7 O 3.555 -1.201 1.538
8 N -2.235 1.235 -1.671
9 N 0.982 -3.274 -1.619
10 N -1.303 0.245 -1.791
11 N -2.598 1.592 -2.846
12 N 1.605 0.831 -0.511
13 N -0.301 -0.807 -3.717
14 N -1.936 0.901 -3.789
15 N 0.876 -2.864 -3.748
16 N 1.330 -3.688 -2.775
17 N 0.319 -2.091 -1.774
18 C -2.775 0.097 1.521
19 C 2.587 -0.922 0.862
20 C 0.281 -1.890 -3.096
21 C 2.957 3.380 -2.821
22 C -1.817 -2.965 2.202
23 C 0.583 3.670 -2.574
24 C -1.024 1.737 1.846
25 C 1.812 4.044 -3.156
26 C 0.514 2.631 -1.690
27 C 2.714 0.234 -0.127
28 C -1.154 0.080 -3.110
29 C -2.097 -3.067 0.724
30 C 4.083 1.615 -1.493
31 C 3.991 0.612 -0.577
32 C -0.380 -1.762 3.642
33 C 1.678 1.907 -1.360
34 C -3.241 -0.910 0.483
35 C 0.774 -0.777 3.626
36 C 2.918 2.303 -1.906
37 C -0.420 1.245 3.136
38 H -1.243 -1.376 4.207
39 H 0.019 2.093 3.675
40 H -0.049 -2.681 4.141
41 H 3.911 3.667 -3.244
42 H 4.845 0.072 -0.197
43 H 1.684 -1.267 3.271
44 H 5.041 1.905 -1.908
45 H -0.321 4.203 -2.837
46 H -0.436 2.351 -1.255
47 H -0.245 2.188 1.232
48 H -3.525 0.888 1.612
49 H -0.353 -0.849 -4.721
50 H 0.939 -0.422 4.650
51 H -3.023 -3.617 0.538
52 H -3.540 -0.387 -0.421
53 H -4.081 -1.489 0.871
54 H 1.843 4.861 -3.864
55 H -2.626 -0.370 2.496
56 H -1.530 -3.952 2.582
57 H -2.701 -2.633 2.768
58 H -1.274 -3.572 0.216
59 H -1.811 2.477 2.018
60 H -1.182 0.803 3.787


Entry 4:
This record from OMol25 describes a single C3H2ClF5O molecule in a non-equilibrium geometry. The level of theory is ωB97M-V/def2-TZVPD.

Output
Multiplicity: 1
E in hartree: -1150.17480
Molecular weight in u: 184.49
Energy above the lowest of the compared OMol25 structures with the same formula, charge and spin in kcal per mole: 75.32
Lowest unoccupied orbital energy in eV: 0.28
Kohn-Sham gap in eV: 11.58

CARTESIAN COORDINATES (ANGSTROEM)
1 Cl 0.772 1.517 -0.035
2 F 1.380 -0.733 1.272
3 F -2.919 -0.527 0.227
4 F 2.874 -0.205 -0.316
5 F -1.195 0.392 1.046
6 F -1.534 0.961 -0.951
7 O 0.829 -1.311 -0.898
8 C -0.685 -1.294 -0.409
9 C -1.705 -0.128 -0.043
10 C 1.448 -0.321 -0.018
11 H -0.684 -1.943 0.502
12 H -0.884 -1.901 -1.397